Entry 1:
The following is a DFT calculation (ωB97M-V/def2-TZVPD) of the molecule C10H9O3P.

Geometry as ORCA input:
```
! wB97M-V def2-TZVPD RIJCOSX def2/J DEFGRID3
* xyz 0 1
O 2.9660 -1.4533 -1.6623
C 2.5289 -0.9065 -0.6730
C 1.8502 -1.6885 0.4308
C 1.5057 -0.8326 1.6655
P 0.9432 0.7476 0.9549
O 1.2296 1.8472 1.8049
C -0.6358 0.6034 0.1026
C -0.9723 1.6983 -0.6352
C -2.2744 1.7563 -1.1743
C -3.1853 0.7408 -0.9096
C -2.7548 -0.4492 -0.2530
C -1.4898 -0.4807 0.2730
C 2.3595 0.5856 -0.5022
O 3.0239 1.4693 -1.0139
H 0.9357 -2.1344 -0.1873
H 2.5653 -2.6019 0.5230
H 0.8559 -1.3328 2.3820
H 2.5235 -0.5664 2.2044
H -0.3360 2.5538 -0.8037
H -2.6491 2.5822 -1.9089
H -4.2394 0.6711 -1.3447
H -3.4684 -1.3619 -0.0858
H -1.2822 -1.4474 0.8130
*
```

## Properties
E in Eh: -953.4845
LUMO in Ha: -0.034
SMILES: O=C1CC[P@](=O)(c2ccccc2)C1=O
M in g mol⁻¹: 208.2
HOMO level in hartree: -0.327
Energy above the lowest of the compared OMol25 structures with the same formula, charge and spin in kJ/mol: 0.00

---

Entry 2:
The following is a DFT calculation (ωB97M-V/def2-TZVPD) of a structure of composition C33H33IN4O2S2Sb2Se8W.

Geometry as ORCA input:
```
! wB97M-V def2-TZVPD RIJCOSX def2/J DEFGRID3
* xyz -2 1
W -2.6536 2.6161 0.3847
C -4.2386 -0.7831 -1.2314
C -3.1222 -0.5865 -2.2082
N -3.0336 -1.4152 -3.2355
C -2.1052 -1.1747 -4.1616
C -1.1868 -0.1469 -4.0926
C -0.2918 0.1056 -5.2755
O -0.4805 1.3958 -5.8432
C -1.1827 0.6760 -2.9543
C -0.1895 1.7672 -2.8414
N -0.1708 2.4698 -1.7999
C 0.5853 3.5903 -1.4743
C 1.9649 3.5747 -1.3249
C 2.5813 4.5716 -0.5716
C 1.8354 5.5855 0.0038
C 0.4646 5.6683 -0.2414
C -0.1644 4.6823 -0.9818
I -0.1207 1.9329 1.4272
C -2.2072 0.4719 -2.0246
O -2.3904 1.2314 -0.9429
H -4.9131 -1.5462 -1.6123
H -4.8042 0.1414 -1.1005
H -3.8582 -1.0946 -0.2537
H -2.1018 -1.8449 -5.0166
H -0.4852 -0.6743 -6.0207
H 0.7678 0.0465 -5.0148
H -1.4283 1.5837 -5.8613
H 0.4729 1.9449 -3.6926
H 2.5336 2.7361 -1.7135
H 3.6504 4.5221 -0.3987
H 2.2784 6.2826 0.7025
H -0.1199 6.4559 0.2185
S -0.8207 -1.4738 0.6600
C 0.4761 -1.6940 1.6131
N 0.4899 -2.6015 2.6439
C 1.4769 -2.3882 3.6889
C 2.8271 -2.2219 3.0466
N 2.8138 -1.0621 2.1697
C 4.0896 -0.3904 1.9115
C 4.8157 -0.8955 0.6845
C 5.3000 -2.2004 0.6431
C 5.9053 -2.6947 -0.5020
C 6.0322 -1.8853 -1.6224
C 5.5703 -0.5783 -1.5834
C 4.9673 -0.0863 -0.4347
C 1.7430 -0.8551 1.3931
S 1.7655 0.3482 0.2191
C -0.7808 -3.1814 3.0679
C -1.4290 -4.0882 2.0464
C -0.6631 -4.9462 1.2685
C -1.2685 -5.7805 0.3405
C -2.6480 -5.7750 0.1951
C -3.4175 -4.9246 0.9772
C -2.8095 -4.0859 1.8978
H 1.5016 -3.2654 4.3350
H 1.2301 -1.5125 4.3019
H 3.0765 -3.1303 2.4875
H 3.5847 -2.0683 3.8149
H 4.7036 -0.5438 2.8003
H 3.8952 0.6778 1.8188
H 5.2082 -2.8359 1.5169
H 6.2776 -3.7112 -0.5200
H 6.4924 -2.2724 -2.5225
H 5.6721 0.0610 -2.4507
H 4.6095 0.9347 -0.4038
H -1.4786 -2.3883 3.3588
H -0.5612 -3.7788 3.9565
H 0.4158 -4.9391 1.3764
H -0.6600 -6.4316 -0.2746
H -3.1215 -6.4197 -0.5339
H -4.4928 -4.9001 0.8569
H -3.4095 -3.4013 2.4861
Se -7.5605 1.5825 -2.7406
Sb -5.9297 3.3342 -2.6587
Se -2.0601 4.5428 -1.1869
Se -4.1109 2.7006 -4.0984
Se -4.9029 3.0348 0.1368
Se -2.5097 7.6881 3.8231
Sb -0.9820 5.7639 4.0661
Se -1.1586 4.6773 6.2322
Se 1.2156 6.7282 3.5609
Se -1.7358 4.0176 2.2098
C -3.2796 1.3565 2.0956
H -2.5191 1.0628 2.8224
H -3.5551 0.4457 1.5368
H -4.1769 1.6653 2.6251
*
```

## Properties
E in Eh: -22500.0256
LUMO (spin up / spin down) in Ha: 0.057 / 0.057
M in g mol⁻¹: 1767.7
HOMO level (spin up / spin down) in hartree: -0.085 / -0.085
Energy above the lowest of the compared OMol25 structures with the same formula, charge and spin in kJ/mol: 137.47

---

Entry 3:
The following is a DFT calculation (ωB97M-V/def2-TZVPD) of the molecule C2H5N3S.

Geometry as ORCA input:
```
! wB97M-V def2-TZVPD RIJCOSX def2/J DEFGRID3
* xyz 0 1
H -3.3049 -0.5922 0.2889
N -2.4438 -1.0242 0.0244
C -1.5473 -0.1244 -0.0236
N -1.7677 1.2316 0.0625
C -0.1344 -0.5471 -0.0608
N 0.7800 0.3429 -0.0943
S 2.3836 -0.1222 0.0040
H -2.6808 1.5298 -0.2190
H -0.9690 1.8410 -0.1444
H 0.0117 -1.6256 0.0504
H 2.9172 0.9800 0.5179
*
```

## Properties
E in Eh: -641.6329
LUMO in Ha: 0.012
SMILES: [H]/N=C(N)/C=N/S
M in g mol⁻¹: 103.2
HOMO level in hartree: -0.335
Energy above the lowest of the compared OMol25 structures with the same formula, charge and spin in kJ/mol: 134.23

---

Entry 4:
The following is a DFT calculation (ωB97M-V/def2-TZVPD) of a cluster of 2 separate species, CH7NO in total.

Geometry as ORCA input:
```
! wB97M-V def2-TZVPD RIJCOSX def2/J DEFGRID3
* xyz 0 1
C 0.0000 0.0000 0.0000
N 0.3311 -0.8529 1.2006
H 0.8797 -0.0814 -0.6604
H -0.1568 1.0633 0.2478
H -0.8849 -0.3682 -0.5459
H 0.8677 -0.3541 1.9189
H -0.5686 -1.0916 1.6321
O 0.4980 4.1684 -1.4942
H 0.9457 3.9271 -2.3365
H -0.3574 3.6828 -1.5200
*
```

## Properties
E in Eh: -172.2678
LUMO in Ha: 0.029
SMILES: CN.O
M in g mol⁻¹: 49.1
HOMO level in hartree: -0.345
Energy above the lowest of the compared OMol25 structures with the same formula, charge and spin in kJ/mol: 27.23

---

Entry 5:
The following is a DFT calculation (ωB97M-V/def2-TZVPD) of the molecule C8H8BrClO.

Geometry as ORCA input:
```
! wB97M-V def2-TZVPD RIJCOSX def2/J DEFGRID3
* xyz 0 1
C -0.2280 2.1990 -0.4610
C -1.1491 1.1136 -0.7304
C 0.7919 2.1332 0.4094
C -0.9715 -0.1538 -0.3867
C -1.4119 -1.4980 -0.1659
C 1.2236 1.0479 1.3673
C 1.2464 -0.2863 0.6334
C -0.7518 -2.5072 -1.0553
O -2.2385 -1.8360 0.6091
Cl 1.2793 -1.6254 1.7999
Br 2.4211 -0.4563 -0.7976
H -0.4483 3.1232 -0.9911
H -2.0944 1.4488 -1.1587
H 1.4633 3.0415 0.3936
H 2.0480 1.4773 1.9093
H 0.4217 0.9099 2.2199
H -0.1064 -1.9105 -1.6520
H -1.4921 -3.1075 -1.5378
H -0.0033 -3.1132 -0.4054
*
```

## Properties
E in Eh: -3418.9145
LUMO (spin up / spin down) in Ha: -0.035 / -0.035
M in g mol⁻¹: 235.5
HOMO level (spin up / spin down) in hartree: -0.320 / -0.322
Energy above the lowest of the compared OMol25 structures with the same formula, charge and spin in kJ/mol: 182.75

---

Entry 6:
The following is a DFT calculation (ωB97M-V/def2-TZVPD) of a cluster of 2 separate species, C4H8N2OS in total.

Geometry as ORCA input:
```
! wB97M-V def2-TZVPD RIJCOSX def2/J DEFGRID3
* xyz 0 1
C 0.5047 -1.4096 1.0248
C -1.8487 -0.8389 -0.1555
C 0.9873 2.4213 -0.8626
C -0.8974 -1.7271 0.7288
N 0.5279 1.2709 -0.1679
N 1.3856 0.4222 0.1127
O 1.3685 -1.9733 1.5550
S 2.9255 0.2993 -0.0078
H -2.1245 0.0938 0.4783
H -2.7321 -1.4082 -0.4937
H -1.2287 -0.5360 -1.0654
H 0.4233 3.2474 -0.5824
H 0.9441 1.9816 -1.8469
H 1.9801 2.6207 -0.7390
H -0.7280 -2.7198 0.3327
H -1.4876 -1.7443 1.6888
*
```

## Properties
E in Eh: -739.9915
LUMO (spin up / spin down) in Ha: -0.002 / -0.002
M in g mol⁻¹: 132.2
HOMO level (spin up / spin down) in hartree: -0.278 / -0.278
Energy above the lowest of the compared OMol25 structures with the same formula, charge and spin in kJ/mol: 447.71

---

Number 1: strongest force on any atom 4.57 eV/Å. Number 2: strongest force on any atom 4.91 eV/Å. Number 3: strongest force on any atom 1.15 eV/Å. Number 4: strongest force on any atom 1.37 eV/Å. Number 5: strongest force on any atom 3.66 eV/Å. Number 6: strongest force on any atom 4.59 eV/Å.